(1)
{
  "formula": "C16H27ClF5NdO5SSi3",
  "method": "ωB97M-V/def2-TZVPD",
  "species": ["Nd", "O", "Cl", "O", "O", "O", "C", "O", "Si", "C", "C", "C", "Si", "C", "C", "C", "Si", "C", "C", "C", "H", "H", "H", "H", "H", "H", "H", "H", "H", "H", "H", "H", "H", "H", "H", "H", "H", "H", "H", "H", "H", "H", "H", "H", "H", "H", "H", "F", "C", "C", "F", "C", "F", "C", "S", "C", "F", "C", "F"],
  "xyz": [[1.077, 1.691, 0.362], [0.559, 5.731, 1.946], [0.743, 4.336, 1.650], [0.083, 3.949, 0.145], [0.156, 3.381, 2.596], [2.206, 3.778, 1.374], [2.931, 0.902, 3.013], [1.806, 0.506, 2.216], [1.024, -1.036, 2.058], [2.442, -2.217, 1.791], [0.324, -1.372, 3.785], [-0.137, -0.550, 0.629], [-0.443, -1.867, -0.634], [-1.033, -3.486, 0.188], [-1.921, -1.625, -1.942], [1.116, -2.064, -1.635], [-1.792, 0.260, 1.176], [-3.314, -0.743, 1.552], [-2.622, 1.495, 0.020], [-1.680, 1.204, 2.873], [3.802, 1.003, 2.378], [3.152, 0.117, 3.761], [2.678, 1.821, 3.512], [3.124, -2.043, 2.649], [2.953, -2.015, 0.878], [2.122, -3.296, 1.815], [-0.724, -1.722, 3.728], [0.389, -0.470, 4.491], [0.992, -2.130, 4.248], [-1.780, -3.109, 0.887], [-0.238, -4.024, 0.734], [-1.529, -4.146, -0.549], [-2.368, -2.528, -2.371], [-1.442, -1.212, -2.773], [-2.743, -0.894, -1.731], [1.306, -3.141, -1.780], [2.005, -1.518, -1.319], [0.855, -1.676, -2.596], [-3.995, -0.171, 2.237], [-3.044, -1.719, 2.009], [-3.860, -0.869, 0.580], [-3.631, 1.109, -0.233], [-2.093, 1.677, -0.897], [-2.756, 2.449, 0.545], [-2.491, 0.692, 3.470], [-1.867, 2.277, 2.892], [-0.760, 1.104, 3.435], [-0.679, 0.686, -6.714], [0.108, 0.928, -5.614], [-0.347, 1.740, -4.588], [-1.555, 2.319, -4.566], [0.425, 1.847, -3.462], [-0.115, 2.446, -2.377], [1.700, 1.266, -3.338], [2.751, 1.267, -1.906], [2.078, 0.399, -4.378], [3.121, -0.402, -4.263], [1.292, 0.277, -5.519], [1.638, -0.611, -6.437]],
  "lowdin_spin": [3.04, 0.00, 0.00, 0.00, 0.00, 0.00, 0.00, 0.00, 0.00, 0.00, 0.00, -0.01, 0.00, 0.00, 0.00, 0.00, 0.00, 0.00, 0.00, 0.00, 0.00, 0.00, 0.00, 0.00, 0.00, 0.00, 0.00, 0.00, 0.00, 0.00, 0.00, 0.00, 0.00, 0.00, 0.00, 0.00, 0.00, 0.00, 0.00, 0.00, 0.00, 0.00, 0.00, 0.00, 0.00, 0.00, 0.00, 0.00, 0.00, 0.00, 0.00, 0.00, 0.00, 0.00, -0.01, 0.00, 0.00, 0.00, 0.00],
  "homo_lumo_gap_ha": [0.2851, 0.2898],
  "multiplicity": 4,
  "e_lumo_ev": [-0.65, -0.54],
  "de_lowest_kcal_mol": 6.8
}


(2)
{
  "formula": "C16H27F3INO5",
  "method": "ωB97M-V/def2-TZVPD",
  "species": ["C", "C", "C", "O", "O", "C", "C", "C", "C", "C", "C", "I", "C", "C", "O", "N", "C", "C", "C", "O", "C", "F", "F", "F", "H", "H", "H", "H", "H", "H", "H", "H", "H", "H", "H", "H", "H", "H", "H", "H", "H", "H", "H", "H", "H", "H", "H", "C", "O", "H", "H", "H", "H"],
  "xyz": [[2.615, -3.731, 0.362], [1.542, -2.633, 0.298], [1.763, -1.598, 1.360], [1.373, -1.695, 2.489], [2.497, -0.530, 0.959], [2.070, 0.723, 1.528], [0.675, 1.153, 1.106], [0.417, 1.502, -0.392], [1.467, 0.964, -1.371], [1.077, 0.963, -2.852], [2.138, 0.224, -3.671], [1.668, -1.849, -3.893], [0.327, 3.042, -0.480], [-1.081, 3.375, -0.002], [-1.515, 4.462, 0.240], [-1.834, 2.179, 0.020], [-1.048, 1.194, -0.741], [-1.537, -0.237, -0.590], [-2.954, -0.392, -1.135], [-2.835, -0.703, -2.510], [-3.753, -1.477, -0.415], [-3.431, -2.711, -0.821], [-3.582, -1.430, 0.919], [-5.073, -1.313, -0.653], [2.464, -4.380, 1.224], [2.551, -4.344, -0.539], [3.618, -3.305, 0.387], [0.559, -3.072, 0.477], [1.549, -2.186, -0.697], [2.827, 1.468, 1.278], [2.076, 0.617, 2.615], [0.488, 2.060, 1.690], [-0.028, 0.408, 1.489], [1.730, -0.065, -1.125], [2.382, 1.556, -1.259], [0.121, 0.455, -2.988], [0.966, 1.973, -3.258], [2.263, 0.630, -4.671], [3.102, 0.235, -3.166], [0.368, 3.385, -1.523], [1.115, 3.591, 0.035], [-2.139, 1.897, 0.944], [-1.213, 1.450, -1.794], [-0.895, -0.869, -1.214], [-1.485, -0.578, 0.445], [-3.527, 0.534, -1.013], [-3.711, -0.834, -2.892], [-1.337, 0.169, 4.317], [0.040, -0.089, 4.517], [-1.539, 1.169, 4.698], [-1.607, 0.142, 3.254], [-1.972, -0.541, 4.854], [0.247, -0.959, 4.157]],
  "nbo_charge": [-0.59, -0.52, 0.82, -0.61, -0.53, -0.08, -0.44, -0.04, -0.41, -0.44, -0.49, 0.06, -0.52, 0.70, -0.54, -0.68, -0.03, -0.44, 0.01, -0.70, 0.95, -0.32, -0.33, -0.33, 0.22, 0.22, 0.21, 0.23, 0.23, 0.19, 0.22, 0.23, 0.22, 0.23, 0.21, 0.22, 0.21, 0.23, 0.22, 0.23, 0.24, 0.40, 0.20, 0.24, 0.23, 0.20, 0.48, -0.24, -0.73, 0.18, 0.14, 0.17, 0.49],
  "homo_lumo_gap_ha": 0.3672,
  "e_lumo_ev": 0.27,
  "smiles": "CCC(=O)OCC[C@]1(CCCI)CC(=O)N[C@@H]1C[C@@H](O)C(F)(F)F.CO"
}


(3)
{
  "formula": "C16H27GaN3S4",
  "method": "ωB97M-V/def2-TZVPD",
  "species": ["Ga", "S", "S", "C", "C", "C", "N", "C", "C", "H", "H", "H", "H", "H", "H", "H", "H", "C", "H", "H", "H", "H", "H", "H", "H", "C", "C", "H", "H", "H", "H", "C", "C", "N", "C", "C", "S", "C", "C", "S", "C", "N", "C", "H", "H", "H", "H", "H", "H", "H", "H"],
  "xyz": [[-0.046, 0.310, 0.039], [0.379, -2.128, -0.043], [0.198, 1.297, 2.166], [1.212, -3.072, 1.308], [1.835, -1.769, -1.130], [2.845, -0.867, -0.429], [2.207, 0.478, -0.202], [2.770, 1.269, 0.947], [1.708, 2.186, 1.533], [1.454, -1.310, -2.053], [2.259, -2.752, -1.367], [3.759, -0.751, -1.045], [3.170, -1.275, 0.541], [3.593, 1.896, 0.573], [3.174, 0.569, 1.694], [1.315, 2.910, 0.806], [2.083, 2.720, 2.416], [1.086, 0.207, 3.391], [2.377, 1.032, -1.054], [1.481, -0.685, 2.884], [0.371, -0.103, 4.165], [1.886, 0.815, 3.842], [0.414, -3.640, 1.792], [1.745, -2.464, 2.054], [1.895, -3.772, 0.807], [-0.283, 3.643, -2.668], [-1.432, 3.038, -2.349], [0.315, 3.342, -3.535], [0.023, 4.572, -2.179], [-1.868, 2.200, -2.912], [-2.113, 3.430, -1.586], [0.360, 0.582, -3.381], [-0.930, 0.099, -2.880], [-1.287, 0.098, -1.583], [-2.553, -0.489, -1.377], [-3.078, -0.947, -2.562], [-2.167, -0.448, -3.937], [-2.974, -0.736, -0.025], [-4.051, -1.531, 0.331], [-4.132, -1.785, 2.035], [-2.614, -0.877, 2.205], [-2.141, -0.418, 1.076], [-1.999, -0.843, 3.558], [0.713, -0.169, -4.106], [0.271, 1.536, -3.910], [1.051, 0.716, -2.540], [-3.941, -1.571, -2.616], [-4.712, -1.987, -0.399], [-2.768, -1.167, 4.260], [-1.171, -1.557, 3.601], [-1.688, 0.167, 3.845]],
  "nbo_charge": [1.46, 0.29, 0.32, -0.71, -0.52, -0.25, -0.69, -0.26, -0.52, 0.25, 0.29, 0.27, 0.23, 0.27, 0.24, 0.26, 0.29, -0.70, 0.43, 0.22, 0.28, 0.28, 0.28, 0.23, 0.28, -0.38, -0.40, 0.20, 0.23, 0.18, 0.23, -0.67, 0.12, -0.67, 0.12, -0.38, 0.67, 0.05, -0.35, 0.58, 0.14, -0.56, -0.68, 0.28, 0.29, 0.20, 0.28, 0.28, 0.28, 0.24, 0.24],
  "homo_lumo_gap_ha": 0.2472,
  "e_lumo_ev": -10.62,
  "charge": 3
}


Repeat the second record exactly.
{
  "formula": "C16H27F3INO5",
  "method": "ωB97M-V/def2-TZVPD",
  "species": ["C", "C", "C", "O", "O", "C", "C", "C", "C", "C", "C", "I", "C", "C", "O", "N", "C", "C", "C", "O", "C", "F", "F", "F", "H", "H", "H", "H", "H", "H", "H", "H", "H", "H", "H", "H", "H", "H", "H", "H", "H", "H", "H", "H", "H", "H", "H", "C", "O", "H", "H", "H", "H"],
  "xyz": [[2.615, -3.731, 0.362], [1.542, -2.633, 0.298], [1.763, -1.598, 1.360], [1.373, -1.695, 2.489], [2.497, -0.530, 0.959], [2.070, 0.723, 1.528], [0.675, 1.153, 1.106], [0.417, 1.502, -0.392], [1.467, 0.964, -1.371], [1.077, 0.963, -2.852], [2.138, 0.224, -3.671], [1.668, -1.849, -3.893], [0.327, 3.042, -0.480], [-1.081, 3.375, -0.002], [-1.515, 4.462, 0.240], [-1.834, 2.179, 0.020], [-1.048, 1.194, -0.741], [-1.537, -0.237, -0.590], [-2.954, -0.392, -1.135], [-2.835, -0.703, -2.510], [-3.753, -1.477, -0.415], [-3.431, -2.711, -0.821], [-3.582, -1.430, 0.919], [-5.073, -1.313, -0.653], [2.464, -4.380, 1.224], [2.551, -4.344, -0.539], [3.618, -3.305, 0.387], [0.559, -3.072, 0.477], [1.549, -2.186, -0.697], [2.827, 1.468, 1.278], [2.076, 0.617, 2.615], [0.488, 2.060, 1.690], [-0.028, 0.408, 1.489], [1.730, -0.065, -1.125], [2.382, 1.556, -1.259], [0.121, 0.455, -2.988], [0.966, 1.973, -3.258], [2.263, 0.630, -4.671], [3.102, 0.235, -3.166], [0.368, 3.385, -1.523], [1.115, 3.591, 0.035], [-2.139, 1.897, 0.944], [-1.213, 1.450, -1.794], [-0.895, -0.869, -1.214], [-1.485, -0.578, 0.445], [-3.527, 0.534, -1.013], [-3.711, -0.834, -2.892], [-1.337, 0.169, 4.317], [0.040, -0.089, 4.517], [-1.539, 1.169, 4.698], [-1.607, 0.142, 3.254], [-1.972, -0.541, 4.854], [0.247, -0.959, 4.157]],
  "nbo_charge": [-0.59, -0.52, 0.82, -0.61, -0.53, -0.08, -0.44, -0.04, -0.41, -0.44, -0.49, 0.06, -0.52, 0.70, -0.54, -0.68, -0.03, -0.44, 0.01, -0.70, 0.95, -0.32, -0.33, -0.33, 0.22, 0.22, 0.21, 0.23, 0.23, 0.19, 0.22, 0.23, 0.22, 0.23, 0.21, 0.22, 0.21, 0.23, 0.22, 0.23, 0.24, 0.40, 0.20, 0.24, 0.23, 0.20, 0.48, -0.24, -0.73, 0.18, 0.14, 0.17, 0.49],
  "homo_lumo_gap_ha": 0.3672,
  "e_lumo_ev": 0.27,
  "smiles": "CCC(=O)OCC[C@]1(CCCI)CC(=O)N[C@@H]1C[C@@H](O)C(F)(F)F.CO"
}